No. 1
Here is 12 unconnected molecules or ions with the total composition C37H98Cl2O38P8 from the OMol25 dataset. Energies are from wB97M-V/def2-TZVPD.

For the highest occupied orbital energy, the calculation gives -9.83 eV. Its SMILES is COP(=O)(OC)OC.COP(=O)(OC)OC.COP(=O)(OC)OC.COP(=O)(OC)OC.COP(=O)(OC)OC.COP(=O)(OC)OC.COP(=O)(OC)OC.COP(=O)(OC)OC.CCOC(C)=O.CCOC(C)=O.CCOC(C)=O.ClCCl.

```
183
Properties=species:S:1:pos:R:3:lowdin_charge:R:1
C 3.357 -4.954 -2.243 -0.931
Cl 1.598 -5.453 -2.085 0.475
Cl 3.680 -4.052 -3.744 0.556
H 3.666 -4.340 -1.397 -0.018
H 3.946 -5.871 -2.265 0.032
C -3.972 -1.952 -3.754 -0.092
O -4.883 -3.002 -4.151 -0.201
P -5.016 -4.193 -3.086 0.460
O -5.963 -5.324 -3.342 -0.253
O -3.481 -4.735 -2.946 -0.232
C -3.146 -5.819 -2.069 -0.087
O -5.469 -3.342 -1.806 -0.243
C -6.099 -3.789 -0.711 -0.156
H -3.759 -1.859 -2.689 0.059
H -4.176 -0.969 -4.177 0.079
H -3.061 -2.273 -4.260 0.085
H -4.022 -6.395 -1.773 0.084
H -2.529 -5.452 -1.249 0.086
H -2.493 -6.446 -2.677 0.087
H -6.039 -4.876 -0.765 0.084
H -7.141 -3.486 -0.608 0.101
H -5.390 -3.442 0.041 0.096
C -0.673 3.744 -6.744 -0.128
O -0.668 2.741 -5.782 -0.264
P -2.097 1.969 -5.342 0.595
O -1.968 0.952 -4.248 -0.247
O -3.232 3.187 -5.198 -0.194
C -4.185 3.063 -4.244 -0.188
O -2.649 1.230 -6.693 -0.223
C -1.809 0.280 -7.315 -0.124
H -1.365 3.392 -7.509 0.084
H 0.328 3.936 -7.132 0.097
H -1.213 4.628 -6.406 0.093
H -5.108 2.943 -4.811 0.100
H -4.238 3.982 -3.660 0.092
H -4.177 2.301 -3.464 0.071
H -0.757 0.531 -7.449 0.086
H -2.101 0.041 -8.338 0.089
H -1.909 -0.692 -6.832 0.087
C 7.562 -0.016 -1.426 -0.107
O 8.079 -1.052 -0.587 -0.219
P 6.893 -1.742 0.338 0.504
O 6.299 -0.849 1.362 -0.232
O 5.845 -2.436 -0.676 -0.205
C 4.513 -2.011 -0.803 -0.134
O 7.728 -3.033 0.936 -0.217
C 8.609 -2.660 1.969 -0.142
H 7.817 -0.350 -2.431 0.086
H 8.092 0.927 -1.290 0.091
H 6.501 0.195 -1.292 0.075
H 4.087 -2.018 -1.807 0.053
H 4.486 -0.939 -0.607 0.081
H 3.843 -2.566 -0.146 0.072
H 9.540 -3.219 1.876 0.091
H 8.245 -2.843 2.980 0.087
H 8.875 -1.604 1.938 0.079
C 0.084 9.022 -0.934 -0.146
O -0.402 7.830 -0.467 -0.196
P -0.554 6.503 -1.344 0.513
O -1.360 6.716 -2.626 -0.279
O -1.266 5.556 -0.252 -0.221
C -2.329 4.701 -0.641 -0.097
O 0.962 5.832 -1.513 -0.214
C 1.005 4.769 -2.509 -0.113
H -0.715 9.624 -1.366 0.093
H 0.858 8.954 -1.698 0.093
H 0.505 9.646 -0.145 0.092
H -2.758 4.243 0.250 0.069
H -3.058 5.083 -1.356 0.087
H -1.874 3.827 -1.107 0.080
H 1.809 4.853 -3.240 0.079
H 0.138 4.497 -3.111 0.072
H 1.154 3.806 -2.020 0.081
C 6.595 -6.681 3.328 -0.123
O 6.330 -5.382 2.888 -0.210
P 5.039 -4.966 1.978 0.468
O 5.205 -5.114 0.519 -0.225
O 4.686 -3.451 2.432 -0.222
C 4.092 -3.255 3.691 -0.119
O 3.829 -5.853 2.601 -0.243
C 2.523 -5.726 1.917 -0.054
H 5.680 -7.201 3.611 0.082
H 7.208 -6.706 4.229 0.088
H 7.126 -7.277 2.587 0.093
H 4.611 -2.336 3.965 0.088
H 4.301 -3.946 4.508 0.097
H 3.024 -3.036 3.713 0.088
H 2.294 -4.689 1.670 0.068
H 1.812 -5.914 2.722 0.087
H 2.314 -6.339 1.040 0.080
C 2.255 2.117 -5.297 -0.085
O 3.504 1.422 -5.022 -0.230
P 3.592 0.411 -3.736 0.522
O 3.173 1.109 -2.417 -0.285
O 2.732 -0.942 -4.123 -0.279
C 1.367 -1.021 -3.710 -0.101
O 5.126 -0.017 -3.897 -0.231
C 5.669 -0.960 -4.830 -0.091
H 2.072 3.120 -4.912 0.078
H 1.476 1.498 -4.852 0.053
H 2.054 2.046 -6.366 0.087
H 1.346 -1.693 -2.852 0.061
H 0.863 -1.447 -4.577 0.097
H 0.850 -0.098 -3.448 0.077
H 6.325 -1.681 -4.342 0.087
H 6.242 -0.415 -5.581 0.091
H 4.932 -1.543 -5.381 0.075
C 3.302 -0.070 2.798 -0.081
O 2.844 1.254 2.472 -0.217
P 1.606 1.782 3.346 0.504
O 0.413 0.883 3.316 -0.243
O 1.318 3.328 2.817 -0.213
C 0.885 3.285 1.522 -0.177
O 2.107 1.984 4.900 -0.223
C 2.972 3.048 5.131 -0.136
H 3.243 -0.232 3.874 0.084
H 4.350 0.061 2.527 0.079
H 2.761 -0.776 2.168 0.088
H 0.280 4.157 1.275 0.077
H 0.202 2.455 1.338 0.086
H 1.667 3.513 0.797 0.100
H 2.954 3.803 4.346 0.084
H 3.981 2.660 5.272 0.093
H 2.545 3.464 6.043 0.095
C -7.041 3.369 2.181 -0.071
O -6.455 3.398 0.847 -0.218
P -5.550 2.146 0.377 0.489
O -4.352 1.901 1.223 -0.229
O -6.565 0.856 0.177 -0.240
C -6.244 -0.356 -0.409 -0.117
O -5.257 2.454 -1.189 -0.252
C -6.443 2.718 -2.053 -0.060
H -6.588 4.116 2.833 0.098
H -6.994 2.375 2.625 0.081
H -8.129 3.397 2.120 0.088
H -6.189 -1.183 0.298 0.089
H -5.233 -0.241 -0.802 0.067
H -6.874 -0.516 -1.284 0.103
H -6.326 3.727 -2.450 0.089
H -7.455 2.719 -1.649 0.093
H -6.315 1.907 -2.770 0.088
O -2.635 -1.680 -0.544 0.048
C -2.003 -0.738 -0.027 -0.447
O -0.965 -0.859 0.849 -0.021
C -0.169 -2.070 0.993 -0.183
C 0.664 -2.399 -0.218 -0.066
C -2.317 0.697 -0.409 0.020
H -0.952 -2.797 1.209 0.105
H 0.451 -1.937 1.879 0.108
H 0.217 -2.290 -1.207 0.065
H 1.191 -3.353 -0.230 0.034
H 1.479 -1.676 -0.238 0.071
H -1.810 0.951 -1.340 0.084
H -2.086 1.462 0.332 0.068
H -3.390 0.740 -0.596 0.035
O -0.005 -3.683 4.027 0.050
C -1.128 -3.503 4.479 -0.557
O -1.383 -2.683 5.475 0.001
C -0.434 -1.792 6.142 -0.175
C -1.250 -0.979 7.163 -0.058
C -2.286 -4.267 3.890 0.033
H 0.080 -1.063 5.515 0.109
H 0.360 -2.400 6.576 0.119
H -1.727 -1.634 7.892 0.073
H -2.041 -0.446 6.635 0.074
H -0.562 -0.306 7.675 0.078
H -2.464 -3.663 3.000 0.086
H -3.077 -4.123 4.627 0.084
H -2.017 -5.316 3.771 0.094
O -4.163 4.350 5.969 0.082
C -3.413 3.423 6.228 -0.573
O -2.862 2.594 5.417 0.023
C -3.106 2.537 4.064 -0.248
C -2.375 3.502 3.242 -0.050
C -2.903 3.272 7.628 0.013
H -4.178 2.440 3.893 0.123
H -2.646 1.570 3.861 0.129
H -1.287 3.443 3.207 0.066
H -2.633 4.525 3.518 0.093
H -2.614 3.357 2.189 0.047
H -1.840 3.034 7.663 0.082
H -3.418 2.624 8.337 0.085
H -2.974 4.271 8.058 0.083
```

---

No. 2
Here is 3 unconnected molecules or ions with the total composition C8H22BrN2O2 from the OMol25 dataset. Energies are from wB97M-V/def2-TZVPD.

For the highest occupied orbital energy (spin up / spin down), the calculation gives -16.59 / -16.59 eV. Its charge is +2. Its expectation value of S² is 0.7523. Its multiplicity is 2.

```
35
Properties=species:S:1:pos:R:3:nbo_charge:R:1
Br 1.536 -1.057 1.571 0.032
C 2.447 2.141 -0.258 -0.740
C 3.964 2.007 -0.031 0.708
O 4.773 2.805 -0.414 -0.404
N 4.404 0.689 0.667 -0.605
H 4.539 0.860 1.653 0.447
H 3.627 0.043 0.651 0.435
C 5.706 0.126 0.006 -0.405
H 2.320 2.957 -0.970 0.292
H 1.896 2.046 0.678 0.251
H 2.133 1.330 -0.915 0.242
H 6.129 -0.520 0.775 0.244
H 6.388 0.927 -0.280 0.272
H 5.383 -0.439 -0.868 0.236
C -3.712 0.471 -0.865 -0.423
N -2.495 -0.093 -0.175 -0.209
C -1.506 -0.721 -1.228 -0.401
C -1.725 1.020 0.557 -0.401
C -3.013 -1.044 0.962 -0.219
C -3.172 -2.501 0.499 -0.108
O -3.797 -2.717 -0.769 -0.701
H -4.203 -0.245 -1.524 0.265
H -3.455 1.376 -1.416 0.229
H -4.429 0.738 -0.090 0.231
H -2.019 -1.522 -1.761 0.266
H -0.794 -1.249 -0.594 0.204
H -1.013 0.076 -1.785 0.236
H -0.942 0.448 1.056 0.211
H -2.343 1.573 1.264 0.250
H -1.388 1.688 -0.236 0.223
H -3.909 -0.660 1.450 0.249
H -2.190 -1.009 1.675 0.216
H -3.675 -3.123 1.238 0.225
H -2.171 -2.932 0.522 0.166
H -3.295 -3.488 -1.044 0.487
```

---

No. 3
Here is a molecular structure, C26H48O2P2V from the OMol25 dataset. Energies are from wB97M-V/def2-TZVPD.

For the highest occupied orbital energy (spin up / spin down), the calculation gives -8.91 / -9.91 eV. Its charge is +1. Its expectation value of S² is 2.0581. Its multiplicity is 3.

```
79
Properties=species:S:1:pos:R:3:mulliken_spin:R:1
V 0.134 -0.924 -2.147 0.890
C 1.462 -2.688 -1.818 -0.035
C 0.678 -2.397 -0.585 0.014
C -0.736 -2.777 -2.504 0.030
C 0.627 -2.799 -2.960 -0.035
C -0.725 -2.531 -1.100 0.034
C 2.900 -3.099 -1.798 0.008
H 3.165 -3.661 -0.891 0.000
H 3.581 -2.240 -1.816 0.000
H 3.137 -3.746 -2.657 0.000
C 1.067 -3.081 -4.367 0.017
H 2.003 -3.657 -4.377 0.001
H 1.185 -2.159 -4.952 -0.002
H 0.296 -3.674 -4.870 0.001
C -1.889 -2.978 -3.418 0.011
H -1.576 -3.607 -4.258 0.001
H -2.248 -2.042 -3.872 -0.007
H -2.722 -3.455 -2.885 -0.003
C -1.882 -2.178 -0.272 -0.014
H -1.704 -2.407 0.788 -0.001
H -2.784 -2.683 -0.631 0.004
H -2.061 -1.095 -0.331 0.015
C 1.073 -3.174 0.694 0.002
H 0.905 -4.235 0.535 -0.001
H 0.446 -2.802 1.505 -0.002
H 2.120 -3.017 0.973 0.000
C 1.439 3.352 0.338 0.004
C 1.836 3.223 1.600 0.027
C 0.921 2.974 2.779 0.075
C 0.120 1.728 2.790 0.337
C -1.054 1.496 2.126 -0.083
C -1.666 2.401 1.281 0.481
C -1.098 3.690 0.852 0.025
C 0.064 3.581 -0.179 0.013
H 0.319 3.872 2.980 0.026
H 0.478 0.943 3.444 0.056
H 1.610 2.908 3.640 0.003
H 0.026 4.494 -0.797 -0.004
H 2.172 3.285 -0.455 0.003
H 2.919 3.258 1.832 -0.003
H -0.162 2.745 -0.841 0.050
H -1.908 4.258 0.365 0.003
H -2.699 2.216 0.986 -0.029
H -0.788 4.332 1.686 0.029
H 0.099 -1.616 3.751 0.000
H -1.623 0.605 2.389 0.009
P 2.140 0.040 -2.740 0.070
C 3.497 -0.529 -3.866 0.005
H 4.226 0.285 -4.006 -0.001
H 3.092 -0.809 -4.845 0.000
H 4.037 -1.398 -3.477 0.000
C 1.549 1.523 -3.654 0.061
H 2.390 2.023 -4.152 0.005
H 1.055 2.224 -2.966 -0.028
H 0.819 1.204 -4.415 0.001
C 3.194 0.703 -1.357 -0.027
H 4.029 1.307 -1.750 -0.002
H 3.606 -0.137 -0.775 0.000
H 2.592 1.309 -0.661 0.016
P -2.188 0.374 -2.676 0.065
C -3.770 -0.480 -2.158 0.008
H -4.608 -0.001 -2.683 -0.001
H -3.920 -0.353 -1.079 0.000
H -3.779 -1.549 -2.392 0.000
C -2.893 2.038 -2.211 0.043
H -3.863 2.150 -2.724 0.004
H -2.242 2.861 -2.528 0.000
H -3.071 2.116 -1.130 -0.022
C -2.644 0.538 -4.482 0.004
H -3.627 1.031 -4.547 -0.001
H -2.699 -0.431 -4.994 0.000
H -1.898 1.167 -4.986 0.001
C 0.342 -1.497 5.709 0.000
O 0.219 -0.921 4.418 0.004
C 0.860 -0.906 -0.285 -0.101
O 1.242 -0.331 0.706 -0.053
H 1.307 -2.004 5.847 0.000
H -0.463 -2.211 5.913 0.000
H 0.278 -0.668 6.418 0.000
```